No. 1
Density functional theory data (ωB97M-V with the def2-TZVPD basis set) for a structure of composition C33H57ClGdN2O2Si at a distorted geometry.

Results
E_HOMO (spin up / spin down) (eV): -9.82 / -9.80
Charge: +1
2S+1: 8
E_tot (eV): -83451.258
Frontier orbital gap (spin up / spin down) (eV): 7.558 / 5.641
E_LUMO (spin up / spin down) (eV): -2.27 / -4.16
Energy above the lowest of the compared OMol25 structures with the same formula, charge and spin (eV): 0.000

```
97
C33H57ClGdN2O2Si (ωB97M-V with the def2-TZVPD basis set)
O 1.61322 -0.47366 -2.35507
O 4.54622 -2.08749 -1.12927
C 1.48246 -1.63754 -3.25130
C 0.70112 -1.33860 -4.50909
H 0.98515 -2.41411 -2.65276
H 2.48369 -2.02003 -3.50041
H -0.28707 -0.90940 -4.29355
H 0.55749 -2.27523 -5.06456
H 1.25961 -0.66536 -5.16353
C 2.57793 0.59952 -2.77724
C 3.64966 0.07959 -3.69268
H 2.99433 1.00136 -1.83825
H 1.93794 1.37089 -3.21829
H 4.24861 -0.71080 -3.21799
H 4.33989 0.89144 -3.95043
H 3.21586 -0.28548 -4.62631
C 5.19193 -0.98328 -0.23223
C 5.05350 -3.56064 -1.13239
C 6.31337 -0.31008 -0.96754
H 5.50890 -1.51373 0.67467
H 4.36511 -0.29814 -0.01156
H 7.09763 -1.03023 -1.24106
H 6.76225 0.43449 -0.29392
H 5.95871 0.22983 -1.86054
C 6.50146 -3.69182 -1.50255
H 4.40628 -4.03694 -1.87422
H 4.81948 -3.94492 -0.13627
H 6.71254 -3.25518 -2.48555
H 6.71260 -4.76787 -1.57962
H 7.19321 -3.29458 -0.74654
H 3.59868 -2.20282 -0.82059
N -1.95279 -0.65378 -0.22690
C -2.66766 -0.83593 0.89136
C -2.13021 -0.74064 2.19176
C -0.96777 -0.06635 2.60520
C -4.12352 -1.21638 0.79440
H -4.27504 -2.13688 0.20979
H -4.71519 -0.41236 0.34187
H -4.50693 -1.38961 1.80492
C -0.75447 0.05309 4.09878
H -0.95080 1.07632 4.44488
H 0.26908 -0.22458 4.38857
H -1.44817 -0.61310 4.61976
N -0.08945 0.53081 1.78095
C -2.58832 -0.67148 -1.52157
C -2.53986 -1.83957 -2.31163
C -1.82064 -3.05831 -1.82618
C -3.17725 -1.84079 -3.55114
H -3.12127 -2.73913 -4.16748
C -3.88786 -0.72222 -3.98704
H -4.41937 -0.74825 -4.93996
C -3.92155 0.43069 -3.20569
H -4.46686 1.31997 -3.53553
C -3.26500 0.47517 -1.97735
C -3.28044 1.71829 -1.14497
C 0.60450 1.68432 2.25496
C 1.96572 1.61326 2.61606
C 2.71402 0.31309 2.57147
C 2.60417 2.76012 3.08476
H 3.66629 2.69482 3.33786
C 1.90852 3.95843 3.23947
H 2.40870 4.83928 3.64482
C 0.56238 4.02552 2.88481
H -0.00516 4.95831 2.98125
C -0.09927 2.90268 2.39901
C -1.54646 2.99068 2.03585
Gd 0.34674 -0.27629 -0.44575
H -0.72634 -2.98299 -1.95280
H -2.13064 -3.92428 -2.42649
H -2.02269 -3.28806 -0.77182
H -3.63229 1.53844 -0.11893
H -3.94687 2.46305 -1.60203
H -2.28278 2.17902 -1.07497
H 3.79335 0.51329 2.53226
H 2.47290 -0.30562 1.69586
H 2.53468 -0.31136 3.46375
H -1.73995 2.58991 1.03383
H -1.84415 4.04648 2.03177
H -2.19440 2.46011 2.74804
H -2.74551 -1.14524 2.99641
C 1.74672 -2.47760 0.20529
Si 1.31066 -3.79724 1.47568
H 1.92278 -3.02221 -0.73520
H 2.64259 -1.92613 0.54662
C 1.50607 -5.50442 0.68389
C -0.41847 -3.60699 2.15944
C 2.55967 -3.66713 2.88687
H 3.53242 -3.30232 2.51416
H 2.72528 -4.65659 3.33603
H 2.21737 -2.98628 3.68319
H 0.82707 -5.60965 -0.17488
H 1.28809 -6.32249 1.38233
H 2.53619 -5.63923 0.31936
H -1.13198 -3.43410 1.34127
H -0.48738 -2.75982 2.85905
H -0.75549 -4.50482 2.69701
Cl 0.36694 2.18566 -1.06673
```

***

No. 2
Density functional theory data (ωB97M-V with the def2-TZVPD basis set) for a structure of composition C37H28N6O2Sr at a distorted geometry.

Results
E_HOMO (eV): -7.13
Charge: 0
2S+1: 1
E_tot (eV): -52697.394
Frontier orbital gap (eV): 6.666
E_LUMO (eV): -0.46
Energy above the lowest of the compared OMol25 structures with the same formula, charge and spin (eV): 0.121

```
74
C37H28N6O2Sr (ωB97M-V with the def2-TZVPD basis set)
Sr 0.16366 -0.58863 -0.71622
C -0.77954 -3.44687 -2.65661
C -1.37523 -3.64216 -1.28698
C -2.48164 -4.46728 -1.11044
C -2.99845 -4.63429 0.15673
C -2.38942 -4.00177 1.22686
C -1.29100 -3.18799 0.98974
N -0.81756 -2.99913 -0.25189
C -0.54664 -2.52090 2.12660
C -0.80386 -2.86665 3.44574
C -0.08919 -2.22832 4.44365
C 0.84897 -1.27389 4.10946
C 1.05727 -0.98073 2.76491
N 0.37174 -1.60404 1.80754
C 2.03774 0.08208 2.33425
C 2.84098 0.72894 3.26380
C 3.67001 1.74649 2.82372
C 3.65326 2.10275 1.49094
C 2.82496 1.40695 0.61879
C 2.68195 1.78468 -0.82170
N 2.06284 0.38988 1.03702
H -0.97461 -4.32264 -3.27428
H 0.29781 -3.29899 -2.58954
H -1.22061 -2.57690 -3.14722
H -2.91631 -4.96749 -1.96526
H -3.86416 -5.26244 0.32290
H -2.77845 -4.13058 2.22511
H -1.53442 -3.61991 3.69623
H -0.26867 -2.47475 5.48222
H 1.39520 -0.76018 4.88438
H 2.82857 0.46356 4.30915
H 4.31090 2.26800 3.52329
H 4.25848 2.91546 1.11260
H 3.32161 2.62348 -1.09219
H 1.64452 2.08253 -1.00279
H 2.92668 0.94781 -1.47640
O -0.13483 0.94945 -4.91029
C -0.29627 0.44684 -3.82001
N 0.62737 -0.24014 -3.05502
C 1.69532 -0.87354 -3.61682
O 1.93694 -1.14909 -4.77616
C 2.74769 -1.38859 -2.58104
C 4.08911 -1.38257 -2.94125
C 5.01800 -1.84802 -2.03141
C 4.58929 -2.34504 -0.80706
C 3.23504 -2.34042 -0.53617
N 2.33259 -1.85330 -1.39699
C -1.68131 0.63309 -3.14651
C -2.51847 1.61678 -3.64893
C -3.76380 1.78270 -3.06926
C -4.13653 0.95816 -2.02135
C -3.23748 0.00321 -1.58423
N -2.03300 -0.16133 -2.13128
H 4.36611 -1.02191 -3.92171
H 6.07340 -1.83652 -2.27426
H 5.28855 -2.73410 -0.07943
H 2.84509 -2.73489 0.39607
H -2.17010 2.21801 -4.47596
H -4.43910 2.55071 -3.42514
H -5.09609 1.05497 -1.53224
H -3.47983 -0.64721 -0.75052
C -0.77191 1.52717 0.46591
C -1.24902 2.55023 0.95014
C -1.77679 3.75856 1.51917
C -0.95025 4.60918 2.26371
C -1.43872 5.78121 2.81879
C -2.77088 6.13569 2.64555
C -3.60369 5.30326 1.90968
C -3.11428 4.13143 1.35366
H 0.08799 4.33158 2.39757
H -0.77395 6.42004 3.38757
H -3.15299 7.05121 3.07907
H -4.64379 5.56957 1.76483
H -3.76685 3.48753 0.77722
```

***

No. 3
Density functional theory data (ωB97M-V with the def2-TZVPD basis set) for a structure of composition C28H26N5O3OsPS5Sb at a distorted geometry.

Results
E_HOMO (spin up / spin down) (eV): -6.92 / -6.93
Charge: 0
2S+1: 2
E_tot (eV): -115515.796
Frontier orbital gap (spin up / spin down) (eV): 5.045 / 4.974
E_LUMO (spin up / spin down) (eV): -1.88 / -1.96

```
70
C28H26N5O3OsPS5Sb (ωB97M-V with the def2-TZVPD basis set)
Os -0.12763 -0.54704 0.20547
S -4.99432 2.46869 -1.11006
Sb -3.98837 1.43528 -2.86068
S -2.92555 -0.79167 -1.82083
S -2.53235 -0.63707 0.11649
S 1.20519 0.05984 2.09414
C 1.38062 -1.58983 2.74483
N 2.19392 -1.65411 3.77553
N 2.38937 -2.74788 4.50464
C 1.54079 -3.78056 4.82864
C 0.14819 -3.65887 4.74982
C -0.65159 -4.72363 5.11944
C -0.09167 -5.90723 5.57826
C 1.28739 -6.02013 5.68066
C 2.10242 -4.96822 5.31782
N 0.79363 -2.59332 2.13954
N 0.18257 -2.34956 0.98911
C -0.47822 -3.38281 0.36890
C -0.88432 -4.55772 1.01765
C -1.61271 -5.50069 0.32361
C -1.94117 -5.30900 -1.01070
C -1.49879 -4.17214 -1.67587
C -0.76398 -3.22446 -1.00090
H 3.30691 -2.75742 4.93616
H -0.28855 -2.72520 4.42948
H -1.72623 -4.62805 5.06175
H -0.72672 -6.73357 5.86143
H 1.72951 -6.93562 6.04129
H 3.17784 -5.06082 5.39151
H -0.63584 -4.68637 2.05912
H -1.94310 -6.39812 0.82703
H -2.52236 -6.04692 -1.53970
H -1.72714 -4.02436 -2.72121
H -0.37340 -2.34560 -1.52849
C 3.60102 1.08082 -1.49608
P 1.86139 0.46565 -1.45920
C 1.57069 0.19878 -3.25507
C 0.84442 2.00649 -1.08045
C 0.24810 2.92661 -2.16589
C -1.68875 3.30435 -0.50583
C -1.03504 3.64995 0.60722
C 0.34711 3.36837 0.94165
C 1.21572 2.67547 0.19865
H 4.00023 1.11102 -0.48450
H 3.64244 2.07237 -1.94740
H 4.20579 0.39068 -2.08182
H 1.95192 1.01655 -3.86604
H 0.50874 0.04880 -3.44853
H 2.08957 -0.72011 -3.52960
H 0.37261 2.44469 -3.13759
H -2.73060 3.56123 -0.63044
H -1.57822 4.22035 1.34628
H 0.68964 3.77528 1.88262
H 2.23461 2.54303 0.53050
O -3.11554 3.55266 -4.37104
S -1.79089 3.19792 -3.92819
O -0.92168 2.60323 -4.90567
N -1.99549 2.18184 -2.66563
C -1.11786 2.45215 -1.60597
O -0.43931 1.32404 -0.98117
C 0.14083 4.38841 -2.40570
C 0.81859 5.45744 -1.85135
C 0.42541 6.74927 -2.18102
C -0.62259 6.98212 -3.05451
C -1.31641 5.91309 -3.60773
C -0.93023 4.63627 -3.27164
H 1.63175 5.28620 -1.16287
H 0.94125 7.58876 -1.74045
H -0.91557 7.99311 -3.29650
H -2.14796 6.04733 -4.28291
```

***

No. 4
Density functional theory data (ωB97M-V with the def2-TZVPD basis set) for a cluster of 2 separate species, C9H16N3 in total.

Results
E_HOMO (eV): -11.70
Charge: +1
2S+1: 1
E_tot (eV): -14057.745
Frontier orbital gap (eV): 8.732
E_LUMO (eV): -2.96
Energy above the lowest of the compared OMol25 structures with the same formula, charge and spin (eV): 0.359

```
28
C9H16N3 (ωB97M-V with the def2-TZVPD basis set)
C -2.01230 -2.19102 0.55993
N -2.70048 -3.09346 1.26238
N -1.09077 -1.44775 1.16217
N -2.25552 -2.04098 -0.74733
C -0.76301 -1.54655 2.58086
H -2.51695 -3.21064 2.26193
H -3.41099 -3.66773 0.80202
H -0.58207 -0.76591 0.59397
H -1.73002 -1.35029 -1.28893
H -2.96659 -2.61657 -1.20515
H 0.03233 -0.81572 2.80432
H -0.39713 -2.55459 2.83889
H -1.63836 -1.31781 3.21178
C 0.45129 1.30596 -2.75477
C 1.62168 0.62647 -2.41703
C -0.04029 2.29419 -1.90193
C 2.29374 0.93738 -1.23488
C 0.63777 2.59908 -0.72164
C 1.81513 1.92892 -0.37126
C 2.56416 2.28644 0.88795
H -0.08170 1.06153 -3.68309
H 2.01388 -0.15703 -3.07878
H -0.96385 2.83099 -2.15590
H 3.21209 0.39512 -0.97370
H 0.24224 3.37525 -0.05326
H 3.10119 1.40622 1.27965
H 1.86595 2.64596 1.66245
H 3.29855 3.08255 0.67941
```

***

Question: Which of these has the highest 2S+1?
Answer: C33H57ClGdN2O2Si

***

Question: What is the E_tot in the third record?
Answer: -115515.796 eV

***

Please write out number 3 again, unchanged.
Density functional theory data (ωB97M-V with the def2-TZVPD basis set) for a structure of composition C28H26N5O3OsPS5Sb at a distorted geometry.

Results
E_HOMO (spin up / spin down) (eV): -6.92 / -6.93
Charge: 0
2S+1: 2
E_tot (eV): -115515.796
Frontier orbital gap (spin up / spin down) (eV): 5.045 / 4.974
E_LUMO (spin up / spin down) (eV): -1.88 / -1.96

```
70
C28H26N5O3OsPS5Sb (ωB97M-V with the def2-TZVPD basis set)
Os -0.12763 -0.54704 0.20547
S -4.99432 2.46869 -1.11006
Sb -3.98837 1.43528 -2.86068
S -2.92555 -0.79167 -1.82083
S -2.53235 -0.63707 0.11649
S 1.20519 0.05984 2.09414
C 1.38062 -1.58983 2.74483
N 2.19392 -1.65411 3.77553
N 2.38937 -2.74788 4.50464
C 1.54079 -3.78056 4.82864
C 0.14819 -3.65887 4.74982
C -0.65159 -4.72363 5.11944
C -0.09167 -5.90723 5.57826
C 1.28739 -6.02013 5.68066
C 2.10242 -4.96822 5.31782
N 0.79363 -2.59332 2.13954
N 0.18257 -2.34956 0.98911
C -0.47822 -3.38281 0.36890
C -0.88432 -4.55772 1.01765
C -1.61271 -5.50069 0.32361
C -1.94117 -5.30900 -1.01070
C -1.49879 -4.17214 -1.67587
C -0.76398 -3.22446 -1.00090
H 3.30691 -2.75742 4.93616
H -0.28855 -2.72520 4.42948
H -1.72623 -4.62805 5.06175
H -0.72672 -6.73357 5.86143
H 1.72951 -6.93562 6.04129
H 3.17784 -5.06082 5.39151
H -0.63584 -4.68637 2.05912
H -1.94310 -6.39812 0.82703
H -2.52236 -6.04692 -1.53970
H -1.72714 -4.02436 -2.72121
H -0.37340 -2.34560 -1.52849
C 3.60102 1.08082 -1.49608
P 1.86139 0.46565 -1.45920
C 1.57069 0.19878 -3.25507
C 0.84442 2.00649 -1.08045
C 0.24810 2.92661 -2.16589
C -1.68875 3.30435 -0.50583
C -1.03504 3.64995 0.60722
C 0.34711 3.36837 0.94165
C 1.21572 2.67547 0.19865
H 4.00023 1.11102 -0.48450
H 3.64244 2.07237 -1.94740
H 4.20579 0.39068 -2.08182
H 1.95192 1.01655 -3.86604
H 0.50874 0.04880 -3.44853
H 2.08957 -0.72011 -3.52960
H 0.37261 2.44469 -3.13759
H -2.73060 3.56123 -0.63044
H -1.57822 4.22035 1.34628
H 0.68964 3.77528 1.88262
H 2.23461 2.54303 0.53050
O -3.11554 3.55266 -4.37104
S -1.79089 3.19792 -3.92819
O -0.92168 2.60323 -4.90567
N -1.99549 2.18184 -2.66563
C -1.11786 2.45215 -1.60597
O -0.43931 1.32404 -0.98117
C 0.14083 4.38841 -2.40570
C 0.81859 5.45744 -1.85135
C 0.42541 6.74927 -2.18102
C -0.62259 6.98212 -3.05451
C -1.31641 5.91309 -3.60773
C -0.93023 4.63627 -3.27164
H 1.63175 5.28620 -1.16287
H 0.94125 7.58876 -1.74045
H -0.91557 7.99311 -3.29650
H -2.14796 6.04733 -4.28291
```